6
Properties=species:S:1:pos:R:3:lowdin_charge:R:1 method="wB97M-V/def2-TZVPD" homo_lumo_gap_ev="6.8 / 6.7"
Cl -1.62111 0.55988 2.65129 -0.098
P -1.53705 1.34759 0.84318 0.054
N 0.76377 -0.49334 -0.93515 -0.102
N 0.57841 -0.26466 0.30617 -0.083
H 0.40557 0.18040 -1.59223 0.075
H 1.41042 -1.32987 -1.27326 0.155

***

7
Properties=species:S:1:pos:R:3:lowdin_charge:R:1 method="wB97M-V/def2-TZVPD" homo_lumo_gap_ev="7.0 / 6.6" spin_multiplicity=3
Cl 0.38617 -2.20776 -0.00394 0.442
Si 0.84826 -0.33769 -0.20941 0.294
O -1.89139 -0.16693 0.32470 -0.098
O -0.95247 1.69019 0.48601 0.059
N -0.86799 0.48863 0.27916 -0.568
H 0.72306 0.18731 -1.46922 -0.064
H 1.75436 0.34625 0.59271 -0.066

***

7
Properties=species:S:1:pos:R:3:lowdin_charge:R:1 method="wB97M-V/def2-TZVPD" homo_lumo_gap_ev="5.1 / 7.0"
Cl 2.24937 -2.73836 0.25844 0.081
S 2.08062 2.64400 -0.77058 0.262
S 2.06008 0.67575 0.28949 0.422
O 1.79508 1.03500 1.66297 -0.557
N 0.55308 0.20141 -0.27322 -0.248
H 0.00299 0.17277 0.55518 0.038
H 0.64567 -0.67802 -0.77508 0.002

***

4
Properties=species:S:1:pos:R:3:lowdin_charge:R:1 method="wB97M-V/def2-TZVPD" homo_lumo_gap_ev=9.0 total_charge=-1
Cl -0.96950 -0.38980 -1.55842 -0.501
O 0.36987 -0.05448 0.87266 -0.246
H 0.69059 0.83888 0.61322 0.004
H -0.09096 -0.39460 0.07254 -0.258

***

8
Properties=species:S:1:pos:R:3:lowdin_charge:R:1 method="wB97M-V/def2-TZVPD" homo_lumo_gap_ev="6.5 / 6.6" spin_multiplicity=3
Cl 1.43961 2.02177 -0.69741 0.255
S -0.53775 1.51951 -0.43997 0.273
S -0.68305 0.61232 1.47877 0.288
P 0.08803 -0.97721 0.45571 0.283
O -0.86224 0.60193 -1.52170 -0.539
O 1.26983 -0.63375 -0.30584 -0.537
H 0.11558 -1.87861 1.51919 -0.009
H -0.83000 -1.26598 -0.48876 -0.014

***

5
Properties=species:S:1:pos:R:3:lowdin_charge:R:1 method="wB97M-V/def2-TZVPD" homo_lumo_gap_ev="7.6 / 7.8" smiles=POCl
Cl -0.34908 -0.24852 2.12515 0.265
P 0.19402 -0.07514 -1.01226 0.756
O -0.25255 -0.98837 0.18019 -0.852
H 1.28104 0.47654 -0.40594 -0.097
H -0.87342 0.83549 -0.88715 -0.072

***

6
Properties=species:S:1:pos:R:3:lowdin_charge:R:1 method="wB97M-V/def2-TZVPD" homo_lumo_gap_ev=10.2 smiles=OP(S)Cl
Cl 2.03377 0.11250 0.47270 0.107
S -0.82401 1.35290 0.17890 0.362
P 0.28780 -0.22153 -0.58404 0.151
O -0.45504 -1.36912 0.37616 -0.417
H -0.96793 2.31262 -0.75005 -0.184
H -0.07459 -2.18736 0.30633 -0.018

***

5
Properties=species:S:1:pos:R:3:lowdin_charge:R:1 method="wB97M-V/def2-TZVPD" homo_lumo_gap_ev=8.3 smiles=PSCl
Cl -3.81082 -0.41390 -0.01967 -0.090
S -2.08374 1.09797 0.02533 0.048
P -0.80311 -0.52045 0.24888 0.346
H 0.10212 -0.10263 -0.68426 -0.185
H -0.10912 -0.04567 1.45454 -0.120

***

8
Properties=species:S:1:pos:R:3:lowdin_charge:R:1 method="wB97M-V/def2-TZVPD" homo_lumo_gap_ev="8.2 / 8.1"
Cl 2.43913 0.01016 -0.60009 0.272
P 0.46809 -0.24145 -0.18418 0.368
O 0.57923 -0.78267 1.37892 -0.336
O 0.24925 1.31071 0.02702 -0.368
N -2.04940 -0.16127 -0.87750 0.050
H -2.50264 -1.05057 -1.13830 -0.067
H 1.43183 -0.60179 1.81151 0.042
H -0.61549 1.51688 -0.41738 0.039

***

8
Properties=species:S:1:pos:R:3:lowdin_charge:R:1 method="wB97M-V/def2-TZVPD" homo_lumo_gap_ev=8.2 smiles="O=[SiH2].OSCl"
Cl -2.16347 0.24528 1.05949 0.056
S -0.46502 -0.55305 1.95284 0.464
Si 0.95690 0.19791 -1.62189 0.623
O 0.67089 -0.93797 -0.67739 -0.504
O -0.63577 -0.51306 3.53429 -0.518
H -1.11842 -1.30170 3.79868 0.032
H 0.09037 1.23174 -1.79631 -0.106
H 2.12545 0.33343 -2.70826 -0.048

***

10
Properties=species:S:1:pos:R:3:lowdin_charge:R:1 method="wB97M-V/def2-TZVPD" homo_lumo_gap_ev=7.2 total_charge=+2
Cl 1.32627 1.00065 1.39011 -0.806
O -2.80314 -2.20923 0.88374 -0.046
O -0.67697 0.37603 -3.56672 -0.043
Li 1.74998 -0.65537 5.32594 0.958
Li 4.20184 -0.17985 -0.96153 0.923
Li 1.36969 4.88290 1.44854 0.926
H -0.17426 1.18891 -3.51436 0.022
H -2.22169 -1.57150 1.29783 0.017
H -0.55617 -0.03638 -2.71141 0.021
H -2.21555 -2.79617 0.40785 0.028

***

9
Properties=species:S:1:pos:R:3:lowdin_charge:R:1 method="wB97M-V/def2-TZVPD" homo_lumo_gap_ev=11.2 smiles="NP(N)(=O)Cl"
Cl 2.04981 1.34130 -0.85880 0.217
P 0.09671 1.05387 -0.04278 0.135
O -0.36368 2.35356 0.34294 -0.334
N 0.15986 0.09880 1.35392 -0.053
N -0.66114 0.14036 -1.20594 -0.085
H 0.40819 0.72861 2.01500 -0.005
H -0.23075 -0.72812 -1.52972 0.068
H -1.60639 0.03186 -1.15373 0.014
H 0.45588 -0.83534 1.45279 0.043

***

8
Properties=species:S:1:pos:R:3:lowdin_charge:R:1 method="wB97M-V/def2-TZVPD" homo_lumo_gap_ev=9.2
Cl -2.38310 1.09248 -0.12771 0.233
N 1.18491 0.31113 -0.07750 0.013
N -2.13723 -0.71863 0.19591 -0.445
N -1.15039 -1.33449 0.16684 -0.023
H 1.91379 -0.39361 -0.28025 0.060
H -0.10257 -0.86530 0.12712 0.077
H 1.18894 1.06267 -0.74343 0.035
H 1.48566 0.84575 0.73901 0.051

***

11
Properties=species:S:1:pos:R:3:lowdin_charge:R:1 method="wB97M-V/def2-TZVPD" homo_lumo_gap_ev=10.7 smiles="NN[P@@](N)(=O)Cl"
Cl 2.23545 -0.62439 -0.56206 0.431
P 0.61716 0.21886 0.06735 0.158
O 0.71293 0.28797 1.72553 -0.483
N -1.29351 -1.58202 0.20784 -0.053
N 0.49160 1.75430 -0.61659 -0.092
N -0.58753 -0.68701 -0.66673 -0.271
H 1.38513 2.23885 -0.66350 0.061
H -1.28179 -0.04285 -1.00396 0.072
H -0.12368 2.06218 0.08964 0.021
H -0.97020 -2.53485 0.24423 0.062
H -1.18556 -1.09104 1.17825 0.094

***

11
Properties=species:S:1:pos:R:3:lowdin_charge:R:1 method="wB97M-V/def2-TZVPD" homo_lumo_gap_ev="7.6 / 7.6"
Cl 2.84333 -0.72457 0.07391 0.382
S -1.95429 -1.53801 -0.22006 0.242
P -0.60340 -0.25446 0.04584 0.213
N -0.29973 -0.01780 1.72061 -0.144
N 1.63576 -0.15745 -0.99623 -0.644
N -1.11928 1.20566 -0.57310 -0.165
H -0.23831 1.61236 -1.01988 0.067
H 0.65152 0.21707 1.90940 0.002
H 1.66772 -0.67535 -1.94289 0.006
H -0.77723 -0.78854 2.24194 0.054
H -1.80609 1.12108 -1.23952 -0.012

***

11
Properties=species:S:1:pos:R:3:lowdin_charge:R:1 method="wB97M-V/def2-TZVPD" homo_lumo_gap_ev=5.7 total_charge=+1
Zn -0.99487 0.30389 2.11731 1.056
Cl -0.45466 0.09765 0.55336 0.713
O 0.47674 -1.99729 0.26961 -0.106
O -1.18638 1.97013 -0.69294 -0.113
O 1.51207 0.27148 -0.88451 -0.039
H -1.77158 1.22834 -0.84633 0.021
H -0.44186 1.59516 -0.22248 -0.120
H 0.26690 -1.06350 0.28556 -0.307
H 0.51107 -2.25133 1.19184 0.043
H 1.28331 -0.40181 -1.52529 0.073
H 0.79926 0.24727 -0.24611 -0.221

***

14
Properties=species:S:1:pos:R:3:lowdin_charge:R:1 method="wB97M-V/def2-TZVPD" homo_lumo_gap_ev="3.8 / 9.8" total_charge=-1 spin_multiplicity=2
Cl -0.41633 -0.90549 0.48988 -0.231
O -1.70433 -1.94657 -2.23446 -0.119
O 2.69245 -0.12230 1.85223 -0.102
O -2.41258 1.23457 -0.54927 -0.121
O 2.17309 1.60149 -0.22425 -0.064
Li -0.85977 -2.88199 2.07118 -0.052
H 1.84800 2.47996 -0.42130 0.045
H 2.62689 0.40447 1.05570 -0.041
H -1.32809 -1.20198 -2.70376 0.013
H 1.81087 -0.47185 1.98202 -0.048
H 1.39211 1.10653 0.02336 -0.028
H -1.30932 -1.90576 -1.36353 -0.119
H -2.67613 1.93327 0.04956 0.010
H -1.83687 0.67564 -0.02736 -0.144

***

14
Properties=species:S:1:pos:R:3:lowdin_charge:R:1 method="wB97M-V/def2-TZVPD" homo_lumo_gap_ev=9.2
Cl -0.59730 -0.54318 -2.74459 0.262
Si 0.62405 -0.74064 -1.07352 0.069
Si 2.10099 1.44188 0.59316 0.378
N -3.01822 0.29303 0.70122 0.002
N 0.91627 0.57565 -0.27565 -0.403
N 0.93399 -2.33330 -0.48000 -0.063
H -3.97755 0.53568 1.01065 0.019
H 2.89299 2.40638 -0.26050 -0.098
H 1.05205 -3.02412 -1.15406 -0.005
H 0.53470 -2.55993 0.40910 0.036
H 3.28408 0.73672 1.29806 -0.094
H -2.45171 1.14875 0.65249 0.018
H -3.37304 0.03404 -0.17839 -0.033
H 1.07870 2.02905 1.50204 -0.087

***

14
Properties=species:S:1:pos:R:3:lowdin_charge:R:1 method="wB97M-V/def2-TZVPD" homo_lumo_gap_ev=5.1 total_charge=+1
Zn 1.63888 -2.06922 -0.53191 1.004
Cl 0.34954 -0.14556 -0.17662 0.189
O 1.65287 2.69119 1.07836 -0.066
O -2.06544 2.01301 -0.23967 -0.060
O -2.02697 -1.50541 1.87754 -0.062
O 1.03077 -2.06156 -2.40425 -0.095
H -1.31193 -1.32753 1.25966 -0.082
H 0.29786 -1.55265 -2.79020 0.110
H -1.59479 -1.69257 2.71695 0.040
H 1.37383 1.94987 0.53183 -0.079
H 2.42372 2.37384 1.55819 0.035
H -1.78512 2.54317 0.51447 0.046
H -1.47561 1.25387 -0.24088 -0.096
H 1.49239 -2.47045 -3.15345 0.117

***

5
Properties=species:S:1:pos:R:3:lowdin_charge:R:1 method="wB97M-V/def2-TZVPD" homo_lumo_gap_ev=12.7 smiles=N#[N+][O-].Cl
Cl 1.72191 1.71738 1.01489 0.247
O -0.64459 -1.97113 0.09438 0.117
N -1.17888 0.02637 -0.81781 0.228
N -0.92417 -0.93745 -0.33644 -0.323
H 1.02574 1.16484 0.04497 -0.268

***

Computed F_max, in the same sequence as the records: 3.92; 5.97; 1.63; 1.92; 3.54; 2.27; 4.49; 2.89; 2.45; 3.29; 0.70; 3.92; 3.32; 6.87; 5.15; 18.69; 0.97; 2.94; 2.97; 2.34 eV/Å.
Computed ΔE to the lowest compared entry with this formula, charge and spin, in the same sequence as the records: 116.00; 67.21; 63.82; 3.40; 17.10; 87.21; 10.03; 30.77; 98.09; 31.21; 48.46; 2.67; 13.34; 33.26; 53.96; 231.77; 4.63; 56.10; 0.00; 18.62 kcal/mol.